{
  "formula": "C7H10",
  "method": "ωB97M-V with the def2-TZVPD basis set",
  "relative_energy_kcal_mol": 102.85,
  "multiplicity": 1,
  "e_homo_ha": -0.30482,
  "e_tot_ev": -7416.57496,
  "orbital_gap_ha": 0.32416,
  "elements": ["C", "C", "C", "C", "C", "C", "C", "H", "H", "H", "H", "H", "H", "H", "H", "H", "H"],
  "coordinates": [[1.43078, -0.66218, -0.74433], [-0.03396, -0.82297, 1.30310], [-1.16224, -0.97882, 0.30141], [-1.12668, 0.22195, -0.61362], [-0.30630, 1.26410, 0.08461], [0.11537, 0.67867, 1.41036], [0.32095, 0.40962, -1.01403], [1.87326, -0.84506, 0.26147], [1.25389, -1.69129, -1.10750], [2.26606, -0.28363, -1.31559], [-2.03626, -1.01727, 0.97538], [-1.15839, -1.92723, -0.24815], [-1.95349, 0.49427, -1.27426], [-0.52026, 2.32928, -0.04633], [-0.57114, 0.88920, 2.24915], [1.10808, 1.01771, 1.73001], [0.50031, 0.92365, -1.95169]],
  "atomic_forces_ev_per_a": [[0.01, 0.12, -0.29], [-0.61, 0.19, 0.47], [0.17, -0.14, 0.15], [0.20, -0.29, -0.03], [0.29, -0.12, 0.03], [0.08, -0.26, 0.06], [0.20, 0.09, -0.35], [-0.82, 0.56, -0.15], [-0.46, 0.61, -0.12], [0.49, -0.04, -0.18], [0.03, 0.02, -0.03], [0.07, 0.05, 0.28], [0.39, -0.19, 0.15], [0.31, -0.43, -0.06], [-0.03, 0.07, -0.07], [-0.18, -0.22, 0.08], [-0.13, -0.02, 0.04]]
}

---

{
  "formula": "C22H25EuN2O3",
  "method": "ωB97M-V with the def2-TZVPD basis set",
  "relative_energy_kcal_mol": 0.00,
  "s2": 15.76,
  "multiplicity": 8,
  "e_homo_ha": [-0.13757, -0.16096],
  "e_tot_ev": -51671.12580,
  "orbital_gap_ha": [0.23168, 0.25488],
  "charge": -1,
  "elements": ["C", "C", "C", "H", "C", "C", "H", "C", "C", "C", "H", "C", "C", "H", "H", "H", "H", "H", "H", "Eu", "C", "C", "C", "H", "H", "H", "H", "H", "H", "C", "C", "H", "H", "O", "N", "C", "H", "C", "C", "H", "C", "H", "C", "H", "C", "H", "C", "H", "H", "H", "O", "N", "O"],
  "coordinates": [[2.44774, 0.11242, 2.80075], [2.39193, -0.66746, 1.60923], [2.13327, 0.20471, 0.51638], [2.56019, -1.74130, 1.53134], [2.02396, 1.53323, 1.03270], [2.22655, 1.47555, 2.44333], [1.89107, 2.43602, 0.43693], [-1.41844, -2.11015, 3.34920], [-0.16715, -2.52439, 2.80564], [-0.26345, -2.49132, 1.38483], [0.71314, -2.83312, 3.36954], [-1.56113, -2.00244, 1.04483], [-2.28873, -1.79735, 2.26933], [2.13571, -0.07058, -0.53807], [2.22994, 2.33225, 3.11974], [2.65444, -0.26509, 3.80336], [-3.33639, -1.48465, 2.33245], [0.49523, -2.80715, 0.66316], [-1.68020, -2.05353, 4.40636], [-0.39140, 0.24111, 2.00783], [-2.02169, -1.54154, -0.31600], [-3.54391, -1.72874, -0.40308], [-1.33454, -2.32813, -1.43641], [-3.79175, -2.77684, -0.17720], [-3.91269, -1.49349, -1.40563], [-4.07732, -1.09017, 0.30922], [-1.49140, -3.40618, -1.28147], [-0.25323, -2.13668, -1.47822], [-1.76848, -2.05461, -2.40826], [-1.57686, -0.03430, -0.39080], [-2.19599, 0.82425, -1.47682], [-0.47090, 0.03155, -0.48957], [-1.98009, 0.49321, 0.52647], [-3.41645, 0.88377, -1.51028], [-1.37171, 1.55606, -2.30997], [-0.21252, 2.32211, -1.82574], [-1.90840, 2.05091, -3.01853], [1.08142, 1.82875, -2.42236], [2.25989, 2.55239, -2.20374], [2.20196, 3.52083, -1.69991], [3.48700, 2.02724, -2.60802], [4.40421, 2.57811, -2.39805], [3.53634, 0.79601, -3.27280], [4.49696, 0.37288, -3.57004], [2.35075, 0.11552, -3.57003], [2.36496, -0.82456, -4.12155], [1.11783, 0.64220, -3.15976], [0.17436, 0.14632, -3.40459], [-0.16584, 2.28630, -0.71931], [-0.35996, 3.38429, -2.08455], [-1.86863, 2.20847, 5.58671], [-1.82574, 1.93436, 4.40615], [-0.72384, 1.37296, 3.94527]],
  "atomic_forces_ev_per_a": [[-0.15, 0.26, -0.57], [0.07, 0.60, -0.04], [0.06, 0.08, 0.42], [-0.11, 0.35, 0.09], [0.09, -0.29, 0.39], [-0.02, -0.29, -0.38], [0.07, -0.21, 0.25], [0.16, -0.05, -0.48], [-0.48, 0.03, -0.18], [-0.70, 0.18, 0.11], [-0.32, 0.09, -0.13], [0.27, -0.58, 1.01], [0.47, -0.07, -0.38], [-0.09, 0.03, 0.25], [-0.10, -0.37, -0.20], [-0.16, 0.15, -0.33], [0.54, -0.05, 0.12], [-0.20, 0.30, 0.40], [0.16, 0.00, -0.35], [2.16, -0.83, 1.18], [-0.04, 0.12, 0.09], [-0.10, -0.05, -0.27], [-0.06, -0.04, -0.16], [0.18, 0.26, -0.01], [-0.01, 0.01, 0.17], [0.13, -0.12, -0.19], [0.05, 0.31, -0.04], [-0.22, -0.05, 0.08], [0.11, -0.03, 0.09], [-0.37, 0.58, -0.53], [-0.79, 0.01, 0.75], [-0.41, -0.17, 0.35], [0.05, -0.51, -1.14], [0.49, 0.23, -0.97], [-0.53, 0.45, -0.12], [-0.23, -0.15, -0.04], [0.02, -0.15, 0.32], [0.33, -0.09, -0.18], [0.03, -0.33, -0.12], [0.12, -0.33, -0.05], [-0.23, -0.03, -0.09], [-0.22, -0.18, -0.06], [-0.24, -0.01, 0.00], [-0.26, 0.13, 0.09], [-0.13, 0.38, 0.10], [0.10, 0.22, 0.14], [0.39, 0.05, 0.09], [0.45, 0.04, 0.20], [0.08, -0.09, -0.49], [-0.02, -0.33, 0.11], [0.62, -0.35, -0.50], [0.23, -0.23, -0.53], [-1.18, 1.13, 1.74]]
}

---

{
  "formula": "Cl2HgO12S",
  "method": "ωB97M-V with the def2-TZVPD basis set",
  "relative_energy_kcal_mol": 75.73,
  "multiplicity": 1,
  "e_homo_ha": -0.09910,
  "e_tot_ev": -64606.36101,
  "orbital_gap_ha": 0.08971,
  "charge": -2,
  "elements": ["Hg", "S", "O", "O", "O", "O", "Cl", "O", "O", "O", "O", "Cl", "O", "O", "O", "O"],
  "coordinates": [[1.34421, 12.77303, 33.01114], [4.59605, 11.67682, 33.10087], [5.32318, 12.43910, 34.17337], [3.37350, 12.52350, 32.93480], [5.39379, 11.45291, 31.91148], [4.16297, 10.42666, 33.67708], [1.86419, 11.84670, 29.09587], [1.68254, 12.45156, 30.40241], [2.04609, 12.90454, 28.17680], [2.95377, 10.88600, 28.94578], [0.55410, 11.22335, 28.85877], [0.59283, 12.85773, 24.71257], [1.39958, 13.78903, 25.50319], [0.22138, 13.29349, 23.38809], [1.56275, 11.80588, 24.49911], [-0.55203, 12.42648, 25.48383]],
  "atomic_forces_ev_per_a": [[0.18, -0.97, -1.28], [4.22, -2.41, 2.36], [-0.62, 0.01, -1.25], [-1.30, 2.94, -1.04], [-1.05, 1.15, 0.05], [-0.96, -1.05, 0.39], [-2.28, -2.02, -2.90], [1.17, 0.76, 2.83], [0.57, 0.79, -0.21], [-1.16, 0.98, 1.36], [1.36, -0.32, 0.08], [3.41, -1.01, 1.40], [-1.82, 1.29, -0.84], [-0.92, 1.20, 0.00], [-0.70, -1.61, -0.31], [-0.10, 0.25, -0.64]]
}

---

{
  "formula": "C2O5S",
  "method": "ωB97M-V with the def2-TZVPD basis set",
  "relative_energy_kcal_mol": 5.10,
  "multiplicity": 1,
  "e_homo_ha": -0.43557,
  "e_tot_ev": -23146.18274,
  "orbital_gap_ha": 0.39022,
  "elements": ["C", "C", "O", "O", "O", "O", "O", "S"],
  "coordinates": [[2.46554, 1.51520, -0.18097], [-1.93105, -1.50510, 0.83468], [2.31101, 2.37908, 0.52873], [-2.58756, -0.73365, 1.37600], [-0.20148, 0.56166, -2.04135], [0.56546, 0.20451, 0.29273], [-1.13030, -2.16718, 0.25155], [0.50840, -0.25452, -1.06136]],
  "atomic_forces_ev_per_a": [[0.88, 1.18, 0.23], [2.77, -0.82, -1.53], [0.14, -0.36, -0.28], [-0.71, -0.14, 0.31], [0.90, -1.02, 1.40], [-0.80, -0.36, 0.09], [-2.25, 0.82, 1.29], [-0.94, 0.72, -1.50]]
}

---

{
  "formula": "C16H23InO2",
  "method": "ωB97M-V with the def2-TZVPD basis set",
  "relative_energy_kcal_mol": 0.00,
  "multiplicity": 1,
  "e_homo_ha": [0.08614, 0.08608],
  "e_tot_ev": -26227.12022,
  "orbital_gap_ha": [0.09268, 0.09273],
  "charge": -2,
  "elements": ["In", "C", "C", "C", "H", "C", "C", "H", "H", "H", "H", "C", "C", "C", "H", "C", "C", "H", "H", "H", "H", "O", "C", "C", "C", "C", "C", "H", "H", "H", "H", "H", "H", "H", "H", "H", "H", "C", "O", "H", "H", "H"],
  "coordinates": [[-0.08942, -0.92099, 1.16228], [2.23545, 0.57112, 2.18183], [2.42242, -0.41618, 1.13375], [2.41722, 0.29042, -0.12162], [2.73925, -1.44630, 1.28847], [2.12832, 1.64320, 0.14412], [2.00784, 1.82018, 1.54882], [1.81014, 2.75637, 2.06040], [2.29769, 0.37427, 3.23944], [2.65753, -0.14966, -1.08904], [2.04942, 2.43801, -0.60359], [-2.40432, 0.47100, 1.82207], [-1.88638, 1.72944, 2.20467], [-1.39672, 2.37896, 1.04029], [-1.91189, 2.15005, 3.20904], [-1.61240, 1.54059, -0.07060], [-2.17870, 0.31476, 0.41107], [-2.60793, -0.48413, -0.22057], [-2.93509, -0.23298, 2.46783], [-0.96059, 3.37637, 1.00568], [-1.45271, 1.80951, -1.11556], [0.18298, -2.40606, -0.13096], [-0.32487, -0.54480, -3.26670], [0.31253, -1.83752, -2.84029], [0.48684, 0.67545, -3.19872], [-1.79241, -0.53768, -3.29251], [0.57642, -2.66218, -1.45435], [1.32185, -1.78396, -3.27770], [-0.24584, -2.57505, -3.43035], [0.13007, -3.66113, -1.63158], [1.66212, -2.77205, -1.37155], [0.46449, 1.32019, -4.08089], [1.53600, 0.41598, -3.01752], [0.09630, 1.27826, -2.36737], [-2.27809, -0.48870, -4.26868], [-2.14493, 0.32839, -2.71541], [-2.13293, -1.47668, -2.83322], [-0.24101, -0.63020, 4.33334], [-0.12843, -1.34231, 3.11388], [-1.29172, -0.46822, 4.61207], [0.24382, 0.35207, 4.27495], [0.23770, -1.19783, 5.14480]],
  "atomic_forces_ev_per_a": [[0.52, 1.25, -0.97], [-0.40, 0.42, -1.22], [-0.32, 0.63, 0.09], [-0.18, 0.27, 0.46], [-0.03, 0.20, -0.07], [0.47, -0.21, 0.06], [0.63, -0.76, 0.14], [-0.09, -0.12, -0.07], [-0.19, -0.02, 0.09], [-0.37, 0.10, 0.27], [-0.13, -0.40, 0.26], [0.28, 0.53, 0.57], [-0.49, -0.30, -0.31], [-0.60, -0.32, -0.35], [0.14, -0.18, -0.20], [0.29, 0.39, 0.53], [0.25, -0.63, -0.36], [0.25, 0.60, 0.35], [0.34, 0.15, -0.21], [-0.02, -0.30, 0.00], [0.18, -0.31, 0.45], [-1.13, 0.39, 0.59], [1.10, -2.03, 0.47], [-0.18, 0.45, -0.92], [-0.44, 0.11, 0.53], [0.23, 0.14, 0.79], [0.06, -0.29, 0.33], [0.23, -0.39, 0.14], [0.12, -0.63, -0.01], [0.33, 0.14, -0.32], [0.33, -0.14, -0.46], [-0.07, 0.36, -0.55], [-0.10, 0.23, 0.11], [0.59, 0.78, 0.23], [-0.39, 0.21, -0.79], [-0.73, 0.02, 0.17], [-0.35, 0.35, 0.07], [0.02, -0.24, -1.27], [-0.11, -0.47, 1.42], [-0.03, 0.04, -0.01], [-0.03, 0.03, 0.05], [0.01, -0.05, -0.08]]
}

---

{
  "formula": "C5H16N2O",
  "method": "ωB97M-V with the def2-TZVPD basis set",
  "relative_energy_kcal_mol": 26.15,
  "s2": 0.75,
  "multiplicity": 2,
  "e_homo_ha": [0.04468, -0.17413],
  "e_tot_ev": -10469.68666,
  "orbital_gap_ha": [0.09199, 0.30648],
  "charge": -1,
  "elements": ["C", "N", "C", "C", "C", "N", "C", "H", "H", "H", "H", "H", "H", "H", "H", "H", "H", "H", "H", "H", "H", "H", "H", "O"],
  "coordinates": [[-0.36902, -1.63325, 2.11026], [0.11535, -0.44888, 1.37266], [0.06480, -0.32569, -0.06364], [1.18327, 0.61776, -0.57111], [1.71837, 0.12696, -1.95071], [2.23757, -1.24787, -1.76178], [-1.33249, 0.16179, -0.62184], [-0.52254, -2.47211, 1.43583], [0.44014, -1.78855, 2.80279], [-1.32380, -1.47719, 2.64011], [-0.01998, 0.37994, 1.93400], [0.21836, -1.32826, -0.46915], [0.68497, 1.57358, -0.72660], [1.90516, 0.68832, 0.25439], [0.83839, -0.03751, -2.60262], [2.39446, 0.92549, -2.30539], [2.66112, -1.35960, -0.84807], [2.96156, -1.38808, -2.45994], [-1.28196, 0.74854, -1.53079], [-1.88965, 0.76578, 0.10615], [-1.78451, -0.83857, -0.70754], [-2.72936, 1.57507, 1.54471], [-2.76788, 2.66197, 0.31767], [-2.97786, 2.47468, 1.24653]],
  "atomic_forces_ev_per_a": [[0.03, 1.29, -0.76], [0.15, -0.65, 0.54], [-0.78, 1.15, -0.19], [-0.94, -0.60, -0.36], [-1.01, -0.21, 1.84], [0.77, 0.50, -0.73], [0.72, -1.41, 1.18], [0.25, -0.14, 0.00], [-0.03, -0.92, 0.68], [0.19, 0.04, -0.10], [-0.15, 0.25, -0.49], [0.20, 0.10, 0.10], [0.38, 0.35, 0.14], [0.37, 0.06, -0.64], [0.46, 0.80, 0.00], [0.04, -0.71, -0.33], [0.11, 0.16, -0.01], [0.03, -0.35, 0.17], [-0.01, -0.25, -0.48], [0.37, -0.50, -0.28], [-1.00, 0.73, -0.56], [0.04, 0.40, -0.60], [0.25, -0.60, 0.12], [-0.45, 0.50, 0.74]]
}

---

{
  "formula": "C2H4FNO3",
  "method": "ωB97M-V with the def2-TZVPD basis set",
  "relative_energy_kcal_mol": 62.00,
  "multiplicity": 1,
  "e_homo_ha": -0.38379,
  "e_tot_ev": -12483.65367,
  "orbital_gap_ha": 0.37183,
  "elements": ["C", "C", "N", "O", "O", "O", "F", "H", "H", "H", "H"],
  "coordinates": [[-0.26762, -0.59397, 0.34607], [0.81119, 1.20487, 0.18234], [-0.24086, 2.25354, 0.11951], [-0.49693, 2.74332, -0.92533], [-0.67531, 2.61254, 1.23507], [1.44322, 0.88504, -0.94787], [1.58010, 1.49835, 1.23055], [-0.00722, -0.99537, 1.34311], [-1.28373, -0.33479, 0.43563], [0.16992, -1.04205, -0.66106], [1.89081, 1.61460, -1.43750]],
  "atomic_forces_ev_per_a": [[3.88, 2.21, -0.95], [-2.42, -4.60, 0.44], [0.43, 1.09, 3.60], [-0.69, 0.46, -1.85], [0.27, -0.83, -2.02], [0.71, 0.98, -0.76], [0.29, -0.11, -0.17], [0.55, -0.10, -0.92], [-1.26, 0.45, -0.70], [-1.28, 0.71, 2.62], [-0.49, -0.25, 0.71]]
}

---

- Number 4 is which compound?
  C2O5S